This record from OMol25 describes a structure of composition C9H12Cl2HoN3O3PY. The level of theory is ωB97M-V with the def2-TZVPD basis set.

Properties
HOMO (alpha / beta): -19.97 / -19.97 eV
Gap between HOMO and LUMO (alpha / beta): 4.02 / 4.15 eV
Energy above the lowest of the compared OMol25 structures with the same formula, charge and spin: 11.02 kcal/mol
Charge: +4
2S+1: 5

Cartesian coordinates (Å):
Ho (5.178, 2.562, -1.720)
Y (1.524, -0.744, -0.863)
Cl (2.941, 3.365, -2.265)
Cl (3.497, -0.098, 0.530)
C (1.783, -2.757, 0.531)
C (5.332, 2.093, -3.936)
C (6.347, 0.551, -2.199)
O (2.148, -3.628, 1.212)
O (5.198, 1.603, -4.984)
O (6.843, -0.425, -2.603)
C (-3.428, -0.642, 0.372)
N (-2.248, -1.550, 0.446)
C (-1.618, -1.422, 1.782)
N (-1.205, -0.059, 2.109)
C (-2.397, 0.838, 2.019)
N (-3.105, 0.778, 0.710)
C (-2.344, 1.433, -0.348)
P (-0.743, 0.574, -0.521)
C (-1.224, -1.232, -0.624)
C (-0.072, 0.379, 1.196)
H (-4.171, -0.985, 1.104)
H (-3.850, -0.658, -0.636)
H (-0.725, -2.083, 1.806)
H (-2.352, -1.768, 2.542)
H (-2.117, 1.887, 2.190)
H (-3.129, 0.517, 2.781)
H (-2.891, 1.363, -1.307)
H (-2.166, 2.486, -0.072)
H (-0.386, -1.987, -0.484)
H (-1.687, -1.412, -1.603)
H (0.283, 1.353, 1.558)
H (0.783, -0.330, 1.278)

Cartesian forces, eV/Å:
Ho -1.663 2.890 2.828
Y -0.588 0.548 0.047
Cl 1.350 -0.920 0.262
Cl -0.042 0.459 -1.038
C 2.299 -5.368 4.028
C -0.991 -2.884 -8.385
C 3.753 -7.373 -2.370
O -2.074 4.569 -3.570
O 0.846 2.808 5.573
O -2.708 5.519 2.359
C 0.131 0.563 0.145
N 1.243 0.598 -0.356
C -0.304 -0.480 0.086
N 0.745 0.057 -0.985
C -0.377 0.191 -0.274
N 1.384 -0.864 -0.306
C -1.870 0.311 0.826
P 2.140 -0.683 -0.894
C -1.945 -0.276 0.657
C -2.026 0.900 1.290
H 0.231 -0.069 -0.307
H -0.074 -0.175 0.167
H -0.491 0.203 0.151
H 0.546 0.167 -0.467
H 0.004 -0.392 0.189
H 0.519 0.144 -0.154
H 0.395 0.174 0.314
H 0.063 -0.338 -0.344
H -0.633 0.207 -0.044
H 0.179 -0.149 0.093
H 0.156 -0.255 -0.041
H -0.196 -0.080 0.522

This record from OMol25 describes a structure of composition C4H13N2. The level of theory is ωB97M-V with the def2-TZVPD basis set.

Properties
HOMO: -12.27 eV
Gap between HOMO and LUMO: 3.47 eV
Energy above the lowest of the compared OMol25 structures with the same formula, charge and spin: 201.32 kcal/mol
Charge: +1

Cartesian coordinates (Å):
C (0.552, -1.049, -4.237)
N (-0.064, -1.065, 1.922)
C (0.909, -1.017, 2.957)
C (-0.374, -0.396, -3.561)
N (-0.327, 0.753, 0.298)
C (-0.939, 1.926, 1.052)
H (1.555, -0.821, -3.833)
H (0.499, -1.423, -5.268)
H (-0.978, -1.278, 2.282)
H (0.970, -0.073, 3.660)
H (1.924, -0.904, 2.615)
H (0.849, -1.847, 3.661)
H (-0.505, -0.067, -2.532)
H (-1.345, -0.091, -3.993)
H (-0.255, -0.214, 1.109)
H (0.700, 0.811, 0.407)
H (-0.167, 2.447, 1.699)
H (-1.811, 1.615, 1.591)
H (-1.192, 2.694, 0.172)

Cartesian forces, eV/Å:
C 1.643 1.512 0.396
N 0.832 -0.492 -0.439
C 1.119 2.992 1.154
C -3.048 0.466 -0.667
N -0.537 1.095 3.097
C 2.364 1.006 -2.381
H -0.146 -1.430 -0.104
H -0.299 0.388 0.574
H -0.834 0.177 0.354
H -1.166 -1.309 -0.816
H 0.318 -0.688 -0.928
H -0.600 -0.223 -0.128
H 1.588 0.039 0.193
H 0.260 -0.964 -0.355
H -0.083 -1.150 -0.101
H -0.020 0.720 -0.815
H -1.039 -0.613 -0.655
H -0.571 -0.015 -0.102
H 0.221 -1.510 1.723

This record from OMol25 describes a cluster of 2 separate species, H2O3PS in total. The level of theory is ωB97M-V with the def2-TZVPD basis set.

Properties
HOMO (alpha / beta): -3.21 / -5.34 eV
Gap between HOMO and LUMO (alpha / beta): 5.14 / 9.15 eV
Energy above the lowest of the compared OMol25 structures with the same formula, charge and spin: 39.05 kcal/mol
Charge: -1

Cartesian coordinates (Å):
O (-0.080, 0.896, -2.279)
O (-1.825, 1.122, -0.528)
O (-1.252, -1.114, -1.428)
P (1.435, -1.034, 1.849)
S (-0.827, 0.269, -1.184)
H (0.608, -0.135, 2.503)
H (1.942, -0.005, 1.067)

Cartesian forces, eV/Å:
O -0.133 0.057 -0.108
O -0.065 0.032 -0.199
O -0.163 0.083 -0.208
P 0.015 -0.644 -0.235
S 0.467 -0.308 0.710
H -0.466 0.385 0.404
H 0.344 0.393 -0.364

This record from OMol25 describes a structure of composition C5H12O. The level of theory is ωB97M-V with the def2-TZVPD basis set.

Properties
HOMO (alpha / beta): -7.48 / -7.79 eV
Gap between HOMO and LUMO (alpha / beta): 8.03 / 8.56 eV
Energy above the lowest of the compared OMol25 structures with the same formula, charge and spin: 133.00 kcal/mol

Cartesian coordinates (Å):
C (2.784, 0.235, 0.334)
O (1.480, 0.697, 0.029)
C (0.589, -0.369, -0.266)
C (-0.831, 0.174, -0.401)
C (-1.264, 1.028, 0.717)
C (-1.723, -0.645, -1.154)
H (2.786, -0.429, 1.218)
H (3.395, 1.120, 0.547)
H (3.233, -0.316, -0.514)
H (0.889, -0.877, -1.201)
H (0.587, -1.116, 0.549)
H (-0.791, 1.228, -0.895)
H (-0.497, 1.574, 1.262)
H (-2.265, 1.458, 0.683)
H (-2.076, -0.769, 1.410)
H (-1.323, -1.330, -1.900)
H (-2.201, -1.287, 0.830)
H (-2.773, -0.373, -1.246)

Cartesian forces, eV/Å:
C 0.093 0.014 0.016
O 0.019 -0.451 0.004
C -0.083 0.074 -0.013
C 0.304 0.355 -0.027
C -0.057 0.055 -0.108
C -0.095 0.148 -0.155
H -0.058 0.208 -0.250
H -0.148 -0.263 -0.055
H -0.179 0.176 0.211
H -0.062 0.149 0.241
H 0.064 0.185 -0.148
H 0.093 -0.217 -0.106
H -0.171 -0.154 -0.105
H 0.221 -0.140 0.021
H -0.129 -0.404 -0.248
H -0.078 0.134 0.226
H 0.018 0.200 0.430
H 0.248 -0.070 0.064

This record from OMol25 describes a cluster of 2 separate species, C3H5ClNOP in total. The level of theory is ωB97M-V with the def2-TZVPD basis set.

Properties
HOMO (alpha / beta): -7.84 / -7.63 eV
Gap between HOMO and LUMO (alpha / beta): 7.46 / 6.64 eV
Energy above the lowest of the compared OMol25 structures with the same formula, charge and spin: 75.85 kcal/mol

Cartesian coordinates (Å):
C (-2.163, -0.684, 0.081)
C (2.479, 0.086, -0.439)
C (1.679, -0.750, 0.468)
N (-3.063, -1.265, 0.511)
O (0.417, -0.824, 0.476)
P (-0.591, 0.039, -0.509)
Cl (-3.785, 2.063, 0.073)
H (1.827, 0.349, -1.278)
H (2.767, 1.101, 0.040)
H (3.456, -0.332, -0.882)
H (-5.005, 1.643, 0.129)
H (1.981, -1.426, 1.331)

Cartesian forces, eV/Å:
C 1.408 -0.354 0.096
C 1.206 1.340 -0.439
C 1.154 -2.121 2.479
N -0.148 0.149 -0.118
O -0.568 0.265 -0.243
P -1.921 0.765 -0.781
Cl -0.395 0.165 -0.004
H 0.203 0.005 -0.120
H -0.532 -1.520 -0.507
H -1.572 0.195 1.079
H 0.364 0.041 -0.014
H 0.802 1.072 -1.429

This record from OMol25 describes a structure of composition C16H37BiN3OS5. The level of theory is ωB97M-V with the def2-TZVPD basis set.

Properties
HOMO: -17.08 eV
Gap between HOMO and LUMO: 7.72 eV
Charge: +3

Cartesian coordinates (Å):
Bi (-0.087, -1.720, -0.137)
C (-0.978, -1.604, 3.398)
C (-1.543, -3.008, 3.219)
S (-0.953, -3.993, 1.800)
C (0.613, -4.762, 2.347)
C (1.856, -4.245, 1.626)
S (2.020, -2.473, 1.961)
C (3.290, -1.895, 0.804)
C (3.293, -0.366, 0.804)
S (1.690, 0.457, 0.457)
C (1.117, 0.808, 2.162)
C (-0.389, 0.974, 2.266)
S (-1.372, -0.528, 1.977)
H (0.096, -1.609, 3.558)
H (-1.461, -1.135, 4.259)
H (-2.627, -2.981, 3.100)
H (-1.346, -3.582, 4.124)
H (0.500, -5.826, 2.145)
H (0.693, -4.636, 3.426)
H (1.789, -4.413, 0.548)
H (2.741, -4.760, 2.000)
H (3.085, -2.300, -0.190)
H (4.267, -2.255, 1.124)
H (3.979, 0.003, 0.043)
H (3.633, 0.022, 1.764)
H (1.584, 1.750, 2.451)
H (1.496, 0.026, 2.817)
H (-0.753, 1.691, 1.524)
H (-0.665, 1.336, 3.257)
N (1.071, -1.742, -2.553)
C (-0.041, -1.283, -3.418)
C (-0.574, 0.037, -2.898)
N (-1.106, 0.004, -1.499)
C (-2.591, -0.044, -1.440)
C (-3.121, -1.449, -1.655)
N (-2.563, -2.334, -0.602)
H (1.393, -2.655, -2.863)
H (1.863, -1.113, -2.662)
H (0.278, -1.149, -4.453)
H (-0.810, -2.057, -3.418)
H (0.232, 0.774, -2.912)
H (-1.355, 0.400, -3.569)
H (-0.803, 0.913, -1.088)
H (-2.896, 0.324, -0.458)
H (-3.011, 0.635, -2.182)
H (-4.211, -1.442, -1.636)
H (-2.819, -1.837, -2.626)
H (-3.095, -2.199, 0.255)
H (-2.681, -3.314, -0.847)
O (-0.425, 2.453, -0.452)
S (0.530, 3.432, -1.160)
C (0.838, 4.792, -0.013)
C (0.715, 6.062, -0.849)
C (-0.547, 5.873, -1.691)
C (-0.477, 4.460, -2.279)
H (1.814, 4.650, 0.448)
H (0.047, 4.718, 0.736)
H (1.593, 6.187, -1.486)
H (0.654, 6.939, -0.207)
H (-0.619, 6.615, -2.483)
H (-1.434, 5.974, -1.064)
H (0.022, 4.440, -3.248)
H (-1.441, 3.959, -2.361)

Cartesian forces, eV/Å:
Bi -0.234 0.014 -0.016
C -0.009 -0.033 0.013
C 0.059 -0.010 -0.040
S -0.006 0.093 0.051
C 0.018 0.071 -0.051
C -0.050 0.055 0.049
S -0.006 0.028 -0.027
C -0.102 0.029 0.055
C -0.048 -0.100 0.002
S 0.077 -0.139 0.041
C -0.025 0.077 -0.045
C 0.002 -0.017 -0.088
S 0.115 -0.063 -0.074
H 0.010 -0.013 0.015
H -0.006 0.005 -0.004
H -0.014 0.012 0.023
H -0.029 -0.011 0.011
H 0.024 -0.017 0.039
H 0.008 -0.002 0.008
H 0.006 -0.023 0.003
H -0.013 -0.045 -0.011
H 0.033 0.021 -0.019
H 0.023 0.015 -0.029
H 0.017 -0.007 0.003
H 0.025 0.026 -0.013
H 0.010 0.001 0.018
H -0.001 0.015 0.025
H 0.001 -0.009 0.050
H 0.019 -0.009 0.023
N -0.109 0.078 0.030
C 0.066 -0.019 0.070
C 0.018 -0.009 0.042
N 0.115 -0.139 -0.147
C 0.050 -0.036 0.076
C 0.071 -0.024 0.049
N 0.097 0.123 -0.114
H 0.021 -0.007 0.000
H 0.020 -0.019 -0.028
H -0.005 -0.007 -0.019
H -0.004 -0.003 -0.012
H 0.012 0.017 -0.018
H 0.001 0.030 -0.001
H -0.132 0.085 0.128
H -0.010 0.015 0.001
H 0.001 0.018 0.002
H -0.013 -0.001 0.009
H -0.027 -0.002 -0.013
H 0.002 -0.042 0.012
H -0.025 -0.020 -0.030
O 0.081 -0.001 -0.054
S -0.158 -0.114 -0.043
C 0.088 0.079 0.009
C -0.077 -0.039 -0.014
C 0.020 -0.025 -0.005
C 0.033 0.124 0.008
H -0.023 0.008 0.024
H -0.009 0.007 0.015
H 0.002 -0.007 -0.002
H 0.009 -0.006 0.015
H -0.023 -0.006 -0.005
H 0.008 -0.009 0.019
H 0.006 0.003 0.010
H -0.009 -0.019 -0.024

This record from OMol25 describes a cluster of 2 separate species, C2H7FSi in total. The level of theory is ωB97M-V with the def2-TZVPD basis set.

Properties
HOMO: -8.56 eV
Gap between HOMO and LUMO: 7.68 eV
Energy above the lowest of the compared OMol25 structures with the same formula, charge and spin: 109.99 kcal/mol

Cartesian coordinates (Å):
C (1.603, 1.904, 1.021)
C (-1.487, -1.872, -1.385)
F (-1.916, -2.187, -2.672)
Si (0.406, 0.424, 0.799)
H (2.746, 1.671, 0.994)
H (1.516, 2.657, 0.246)
H (1.505, 2.424, 1.985)
H (-2.308, -1.991, -0.717)
H (-1.266, -0.849, -1.274)
H (-0.127, 0.402, 2.165)
H (-0.671, -2.583, -1.162)

Cartesian forces, eV/Å:
C 1.860 -0.033 0.918
C -0.014 -1.612 -0.436
F -0.073 0.309 -0.046
Si 0.752 0.295 -0.939
H -1.880 -0.157 -0.138
H -0.243 0.038 -0.371
H -0.181 -0.103 -0.225
H -0.774 -0.701 0.619
H 0.991 1.173 -0.475
H -0.226 0.056 0.898
H -0.212 0.733 0.195

This record from OMol25 describes the ion C6H12NO with charge +2. The level of theory is ωB97M-V with the def2-TZVPD basis set.

Properties
HOMO (alpha / beta): -16.59 / -16.57 eV
Gap between HOMO and LUMO (alpha / beta): 5.84 / 2.27 eV
Energy above the lowest of the compared OMol25 structures with the same formula, charge and spin: 81.62 kcal/mol
Charge: +2
2S+1: 2

Cartesian coordinates (Å):
O (1.987, -1.592, 1.243)
C (0.818, -1.760, 1.348)
C (0.051, -1.250, 0.014)
C (-0.708, -0.011, 0.474)
C (0.226, 1.255, 0.555)
C (0.320, 3.082, -1.116)
C (0.476, 1.798, -0.805)
N (-0.853, -2.320, -0.556)
H (0.308, -2.136, 2.250)
H (0.889, -0.950, -0.614)
H (-1.229, -0.142, 1.425)
H (-1.410, 0.295, -0.314)
H (-0.301, 1.901, 1.255)
H (1.168, 1.028, 1.071)
H (0.512, 3.508, -2.089)
H (0.168, 3.838, -0.350)
H (0.713, 1.174, -1.669)
H (-1.227, -2.934, 0.169)
H (-0.308, -2.903, -1.201)
H (-1.600, -1.880, -1.089)

Cartesian forces, eV/Å:
O -0.209 -0.177 0.593
C 0.390 0.254 -0.890
C -0.407 0.672 0.733
C 0.870 1.159 0.396
C -0.187 -1.304 0.589
C 0.624 0.384 0.696
C -0.499 1.222 -1.033
N 1.711 -0.122 0.090
H -0.062 -0.086 0.209
H -0.422 -0.421 -0.748
H -0.219 -0.230 -0.157
H -0.265 -0.528 -0.019
H 0.107 0.516 -0.399
H 0.072 -0.195 0.030
H -0.075 -0.337 -0.248
H -0.348 -0.157 0.050
H 0.100 -0.505 0.419
H -0.497 -0.053 -0.032
H -0.198 -0.222 -0.165
H -0.485 0.128 -0.112

This record from OMol25 describes a cluster of 2 separate species, C3H9NO2 in total. The level of theory is ωB97M-V with the def2-TZVPD basis set.

Properties
HOMO: -9.17 eV
Gap between HOMO and LUMO: 9.94 eV
Energy above the lowest of the compared OMol25 structures with the same formula, charge and spin: 29.12 kcal/mol
SMILES: CN(C)C=O.O

Cartesian coordinates (Å):
O (0.608, -3.091, -3.104)
H (1.439, -3.048, -2.579)
H (0.834, -3.654, -3.880)
O (-0.139, 1.166, -1.535)
C (-0.487, 0.429, -0.605)
N (-0.243, 0.768, 0.676)
C (-0.675, -0.144, 1.731)
C (0.396, 2.051, 0.960)
H (-0.951, -0.579, -0.731)
H (0.026, -0.080, 2.580)
H (-0.717, -1.191, 1.387)
H (-1.679, 0.153, 2.080)
H (1.054, 2.328, 0.119)
H (0.974, 2.122, 1.897)
H (-0.438, 2.771, 1.005)

Cartesian forces, eV/Å:
O 1.069 -0.576 -0.212
H -0.869 -0.043 -0.623
H -0.208 0.617 0.850
O -0.827 -1.191 0.607
C 1.132 1.166 -1.129
N 0.479 -1.175 0.510
C -0.100 0.486 0.462
C -0.631 0.532 -0.302
H 0.114 0.559 -0.048
H -0.291 -0.096 -0.339
H 0.084 0.534 -0.014
H 0.285 -0.237 0.120
H -0.410 -0.213 0.352
H -0.413 -0.621 -0.301
H 0.586 0.258 0.066

This record from OMol25 describes an isolated molecule of CH3NO3S. The level of theory is ωB97M-V with the def2-TZVPD basis set.

Properties
HOMO: -9.76 eV
Gap between HOMO and LUMO: 8.95 eV
Energy above the lowest of the compared OMol25 structures with the same formula, charge and spin: 150.30 kcal/mol
SMILES: [O-][N+](O)(O)C=S

Cartesian coordinates (Å):
C (-1.045, -0.924, -0.817)
N (0.021, -0.146, -0.238)
O (-0.279, 1.009, -0.648)
O (-0.050, -0.228, 1.084)
O (1.472, -0.473, -0.571)
S (-1.048, -1.633, -2.251)
H (-1.981, -0.530, -0.282)
H (1.555, -0.783, -1.571)
H (0.660, 0.258, 1.638)

Cartesian forces, eV/Å:
C -2.660 0.383 -0.605
N 2.750 2.257 -1.649
O -0.041 0.879 -0.890
O 0.753 -1.115 4.542
O -0.554 -1.357 -1.900
S 0.452 -0.199 0.619
H 1.393 -1.178 -0.538
H -0.969 0.980 2.715
H -1.125 -0.650 -2.294